<P>
Density functional theory data (the ωB97M-V functional and the def2-TZVPD basis) for 2 unconnected molecules or ions with the total composition H2NO2P.

Frontier orbital gap (alpha / beta)   6.87 / 6.50 eV

```
6
Properties=species:S:1:pos:R:3:lowdin_charge:R:1
N -1.200 -0.411 0.083 0.01
O 2.782 1.211 -0.036 -0.61
O 0.170 0.016 0.013 -0.62
P 1.474 -0.859 -0.039 1.03
H -1.609 -0.148 -0.814 0.09
H -1.616 0.192 0.792 0.09
```


<Q>
Density functional theory data (the ωB97M-V functional and the def2-TZVPD basis) for a molecular structure, H2NO2P.

Frontier orbital gap   10.12 eV

```
6
Properties=species:S:1:pos:R:3:lowdin_charge:R:1
N 0.802 -0.149 -1.118 0.14
O -1.909 0.178 1.799 -0.45
O 0.064 -0.360 0.475 -0.46
P -1.466 0.250 0.439 0.74
H 1.521 -0.686 -0.748 0.02
H 0.989 0.768 -0.847 0.01
```


Unit: kcal/mol. Relative energies: <P> 143.5; <Q> 0.0.


<P>
Density functional theory data (the ωB97M-V functional and the def2-TZVPD basis) for a single C3H8N2S molecule.

Frontier orbital gap   9.58 eV
SMILES string   CS/N=C\CN

```
14
Properties=species:S:1:pos:R:3:lowdin_charge:R:1
C -0.255 -1.383 2.444 -0.34
S -0.458 -0.202 1.030 0.86
N 0.901 -0.472 0.163 -0.33
C 1.119 0.274 -0.836 -0.28
C 0.145 1.337 -1.281 -0.34
N -1.047 0.848 -1.921 0.00
H 0.770 -1.548 2.669 0.02
H -0.674 -2.339 2.085 0.03
H -0.705 -1.075 3.337 0.01
H 2.031 0.167 -1.411 0.10
H -0.162 1.910 -0.346 0.10
H 0.621 2.012 -1.968 0.10
H -1.437 0.186 -1.262 0.01
H -0.849 0.285 -2.703 0.05
```


<Q>
Density functional theory data (the ωB97M-V functional and the def2-TZVPD basis) for a single C3H8N2S molecule.

Frontier orbital gap   9.19 eV
SMILES string   [H]/N=C/NSCC

```
14
Properties=species:S:1:pos:R:3:lowdin_charge:R:1
H 1.867 -2.067 -1.630 0.10
N 1.261 -1.294 -1.035 -0.03
C 2.014 -0.564 -0.123 -0.39
N 1.614 0.664 0.291 -0.35
S 0.259 1.215 -0.677 0.85
C -1.055 0.188 -0.464 -0.68
C -1.854 0.403 0.840 -0.16
H 3.000 -0.760 0.332 0.10
H 1.408 0.868 1.434 0.19
H -1.630 0.724 -1.311 0.08
H -0.799 -0.800 -0.913 0.05
H -2.056 1.587 0.667 0.11
H -1.280 -0.014 1.784 0.10
H -2.750 -0.150 0.805 0.02
```


Unit: kcal/mol. Relative energies: <P> 0.0; <Q> 46.8.


<P>
Density functional theory data (the ωB97M-V functional and the def2-TZVPD basis) for a molecular structure, C3H8N2S.

Frontier orbital gap (alpha / beta)   8.00 / 7.36 eV

```
14
Properties=species:S:1:pos:R:3:lowdin_charge:R:1
C -0.227 2.357 -0.001 -0.18
C -1.052 1.666 1.048 -0.21
C -0.967 1.111 -0.335 -0.56
N 0.832 -3.153 -0.149 -0.14
N 1.278 -2.051 -0.861 -0.27
S -0.383 -0.512 -0.738 0.81
H -0.658 3.325 -0.234 0.10
H 0.768 2.302 0.216 0.06
H -0.513 1.048 1.649 0.05
H -2.035 2.038 1.420 0.11
H 0.817 -2.880 0.898 0.10
H -0.027 -3.736 -0.399 0.11
H 2.041 -1.479 -0.510 0.02
H 0.126 -0.036 -2.005 -0.02
```


<Q>
Density functional theory data (the ωB97M-V functional and the def2-TZVPD basis) for a single C3H8N2S molecule.

Frontier orbital gap   9.07 eV
SMILES string   CS/C(C)=N/N

```
14
Properties=species:S:1:pos:R:3:lowdin_charge:R:1
C 1.458 1.905 0.996 -0.37
S 1.733 0.548 -0.268 0.84
C 0.190 -0.329 -0.276 -0.72
C 0.024 -1.470 -1.236 -0.12
N -0.764 0.123 0.468 -0.08
N -1.927 -0.702 0.520 -0.02
H 1.473 1.483 2.039 0.05
H 2.316 2.572 0.896 0.02
H 0.447 2.286 0.866 0.02
H 0.945 -1.479 -1.840 0.06
H -0.134 -2.482 -0.778 0.10
H -0.867 -1.245 -1.882 0.09
H -2.208 -1.095 -0.391 0.06
H -2.687 -0.115 0.885 0.08
```


Unit: kcal/mol. Relative energies: <P> 119.6; <Q> 0.0.


<P>
Density functional theory data (the ωB97M-V functional and the def2-TZVPD basis) for 2 unconnected molecules or ions with the total composition C4H4SSe.

Frontier orbital gap (alpha / beta)   8.10 / 6.92 eV

```
10
Properties=species:S:1:pos:R:3:lowdin_charge:R:1
C 0.574 1.001 -0.192 -0.23
C 1.759 0.425 -0.351 -0.40
C 0.000 -1.319 0.061 -0.47
C -0.435 -0.024 0.012 -0.84
S 1.698 -1.353 -0.245 0.96
Se -2.266 0.247 -0.242 0.67
H 0.425 2.098 -0.366 0.13
H 2.718 0.787 -0.801 0.09
H -0.653 -2.125 0.104 0.04
H -3.819 0.263 2.018 0.05
```


<Q>
Density functional theory data (the ωB97M-V functional and the def2-TZVPD basis) for a single C4H4SSe molecule.

Frontier orbital gap   9.40 eV
SMILES string   C#CS/C=C/[SeH]

```
10
Properties=species:S:1:pos:R:3:lowdin_charge:R:1
C -2.567 -0.890 0.229 0.05
C -1.934 0.111 0.426 -0.58
S -1.162 1.581 0.348 0.88
C 0.328 1.057 -0.553 -0.50
C 1.242 0.362 0.123 -0.62
Se 2.499 -0.784 -0.688 0.85
H -3.196 -1.671 -0.082 0.02
H 0.460 0.950 -1.614 0.06
H 1.376 0.322 1.220 0.06
H 2.952 -1.038 0.590 -0.20
```


Unit: kcal/mol. Relative energies: <P> 8.1; <Q> 0.0.


<P>
Density functional theory data (the ωB97M-V functional and the def2-TZVPD basis) for 2 unconnected molecules or ions with the total composition C2H6O2.

Frontier orbital gap   11.38 eV
SMILES string   O=CO.C

```
10
Properties=species:S:1:pos:R:3:lowdin_charge:R:1
O 0.391 -3.460 1.583 0.09
C 1.020 -2.498 1.292 -0.40
O 2.248 -2.297 1.820 0.07
H 0.668 -1.700 0.625 0.13
H 2.631 -1.459 1.534 0.10
C -1.360 2.259 -1.366 -0.05
H -2.114 2.431 -0.596 0.01
H -0.444 2.119 -0.803 0.01
H -1.329 3.118 -2.041 0.02
H -1.711 1.486 -2.047 0.01
```


<Q>
Density functional theory data (the ωB97M-V functional and the def2-TZVPD basis) for 2 unconnected molecules or ions with the total composition C2H6O2.

Frontier orbital gap   12.03 eV
SMILES string   O=CO.C

```
10
Properties=species:S:1:pos:R:3:lowdin_charge:R:1
O 3.230 -0.297 -2.142 0.08
C 3.181 -0.802 -1.077 -0.33
O 1.879 -0.906 -0.505 0.00
H 3.957 -1.488 -0.634 0.15
H 1.345 -0.802 -1.304 0.09
C -6.507 1.673 2.964 -0.06
H -7.395 1.864 2.362 0.01
H -5.834 2.500 2.715 0.02
H -6.854 1.705 3.967 -0.01
H -6.135 0.624 2.749 0.04
```


<R>
Density functional theory data (the ωB97M-V functional and the def2-TZVPD basis) for 2 unconnected molecules or ions with the total composition C2H6O2.

Frontier orbital gap   9.46 eV
SMILES string   C=CO.O

```
10
Properties=species:S:1:pos:R:3:lowdin_charge:R:1
C -0.169 1.680 -0.071 0.00
C -0.576 0.762 -0.940 -0.29
O -0.877 -0.528 -0.644 -0.01
H 0.041 2.668 -0.474 0.05
H -0.079 1.407 0.962 0.04
H -0.716 0.980 -1.979 0.10
H -0.302 -0.813 0.082 0.05
O 1.218 -1.536 1.148 -0.04
H 2.004 -2.083 1.156 0.05
H 1.290 -0.859 1.827 0.05
```


<S>
Density functional theory data (the ωB97M-V functional and the def2-TZVPD basis) for a molecular structure, C2H6O2.

Frontier orbital gap   7.93 eV

```
10
Properties=species:S:1:pos:R:3:lowdin_charge:R:1
O -1.334 1.306 -0.304 -0.04
C -0.839 0.012 -0.099 -0.19
C 0.835 -1.015 0.374 -0.11
O 0.839 0.428 -0.236 -0.14
H -1.067 1.599 -1.188 0.10
H -1.273 -0.299 0.843 0.10
H -1.014 -0.653 -0.936 0.11
H 1.291 -0.903 1.366 0.03
H 1.533 -1.558 -0.273 0.02
H 1.030 1.082 0.454 0.12
```


Unit: kcal/mol. Relative energies: <P> 0.0; <Q> 6.9; <R> 13.3; <S> 122.8.


<P>
Density functional theory data (the ωB97M-V functional and the def2-TZVPD basis) for a single C2H6O2 molecule.

Frontier orbital gap   10.93 eV
SMILES string   OCCO

```
10
Properties=species:S:1:pos:R:3:lowdin_charge:R:1
O -0.148 -1.235 0.785 -0.08
C 0.371 -0.585 -0.366 -0.24
C 0.151 0.913 -0.159 -0.26
O -1.121 1.162 0.384 -0.06
H -0.291 -2.165 0.575 0.10
H 1.443 -0.797 -0.480 0.12
H -0.150 -0.924 -1.272 0.12
H 0.950 1.320 0.481 0.12
H 0.205 1.427 -1.125 0.12
H -1.271 0.434 1.008 0.08
```


<Q>
Density functional theory data (the ωB97M-V functional and the def2-TZVPD basis) for 2 unconnected molecules or ions with the total composition C2H6O2.

Frontier orbital gap   11.80 eV
SMILES string   O=CO.C

```
10
Properties=species:S:1:pos:R:3:lowdin_charge:R:1
O 2.440 -0.049 0.122 0.07
C 2.996 -0.441 1.103 -0.40
O 2.967 -1.723 1.514 0.06
H 3.560 0.249 1.731 0.14
H 2.225 -2.118 1.004 0.13
C -2.815 0.839 -1.091 -0.05
H -2.885 -0.245 -1.214 0.01
H -2.659 1.007 -0.031 0.01
H -2.049 1.255 -1.731 0.01
H -3.781 1.225 -1.408 0.01
```


Unit: kcal/mol. Relative energies: <P> 10.9; <Q> 0.0.